# 1
104
Properties=species:S:1:pos:R:3:forces:R:3 method="wB97M-V/def2-TZVPD" largest_force_ev_per_a=2.48 charge=+1 e_above_lowest_kj_mol=105.28
Bi 0.01098 0.79797 0.40437 -1.1 -1.4 -0.7
C -4.43986 -3.01291 -1.43208 0.9 -0.4 -1.0
C -3.65636 -2.61357 -0.21518 0.3 0.3 1.2
N -2.40365 -3.35739 0.01054 0.5 0.4 -0.5
C -2.55429 -4.68297 0.62574 0.5 -0.5 1.0
C -2.45315 -5.88338 -0.32507 0.3 -0.3 0.0
C -1.16637 -2.90731 -0.31885 -0.6 -1.2 0.1
S -1.00355 -1.33784 -1.16759 0.3 1.1 0.6
N -0.16946 -3.77872 -0.21815 -0.6 1.0 0.7
C 0.93078 -3.42726 0.48993 -0.9 1.4 -0.1
O 1.05224 -2.36247 1.13002 -0.1 -0.1 -0.3
C 1.95790 -4.44483 0.55322 0.7 -1.1 -0.3
C 3.13998 -4.20695 1.23616 0.1 0.2 0.4
C 4.09501 -5.20158 1.30099 0.4 -0.4 0.0
C 3.87088 -6.47786 0.74117 0.2 1.2 0.6
C 2.65567 -6.72345 0.14497 -0.6 0.1 -0.9
C 1.73270 -5.68801 -0.02633 -0.8 -0.4 -0.2
H -5.22526 -2.28334 -1.60551 -0.3 -0.1 0.0
H -4.84295 -4.03766 -1.36894 0.0 0.5 0.0
H -3.74128 -2.96269 -2.29935 -0.6 -0.1 0.4
H -4.27526 -2.73671 0.69738 0.4 0.1 -0.4
H -3.35494 -1.57176 -0.25964 -0.3 0.1 -0.1
H -3.55190 -4.69068 1.07112 0.1 0.1 0.1
H -1.81559 -4.77199 1.48284 -0.7 0.1 -1.1
H -3.26641 -5.87826 -1.07460 0.3 0.1 0.4
H -2.55742 -6.84133 0.27665 0.4 1.1 -0.8
H -1.48359 -5.81307 -0.86741 -0.7 -0.4 0.5
H 3.26241 -3.24587 1.74791 0.1 -0.5 -0.4
H 5.03155 -4.97932 1.80722 -0.1 -0.2 -0.1
H 4.66141 -7.21052 0.78324 -0.1 -0.2 0.1
H 2.40934 -7.69056 -0.27448 0.2 -0.1 0.0
H 0.76430 -5.81772 -0.58430 1.3 -0.1 0.7
C 3.27743 -0.83995 2.68152 0.3 0.1 0.5
Ge 3.26712 0.05780 0.92209 1.9 0.0 1.2
C 3.93399 -0.97070 -0.60714 0.3 -0.2 -0.7
C 3.01729 -1.16174 -1.64031 1.1 -0.2 0.0
C 3.41950 -1.65042 -2.87423 0.1 -0.5 -1.1
C 4.75525 -2.00823 -3.08874 -0.1 0.5 0.4
C 5.68638 -1.86710 -2.04698 -0.1 -0.2 -0.7
C 5.28184 -1.35183 -0.83948 -0.6 0.4 1.3
C 4.62990 1.50976 1.42313 0.0 -0.5 1.3
C 4.92037 1.64512 2.79084 -0.9 -0.8 -0.1
C 5.61367 2.73676 3.32759 0.2 1.4 0.2
C 6.03012 3.77768 2.51714 -0.4 -0.2 -0.4
C 5.87652 3.65186 1.11033 0.4 -0.9 -0.5
C 6.45723 4.57861 0.17900 0.1 0.2 0.4
C 6.66741 4.25950 -1.13781 -0.2 1.0 0.2
C 6.08007 3.09146 -1.61666 -0.4 -0.8 -2.0
C 5.35198 2.28714 -0.79807 -0.3 -1.0 -1.4
C 5.27827 2.43637 0.57731 0.1 1.8 0.7
H 4.28097 -1.29657 2.93867 -1.1 0.3 -0.5
H 2.44004 -1.52643 2.72652 0.2 -0.3 0.1
H 3.11601 -0.05429 3.43514 -0.3 -0.4 -0.3
H 2.00605 -0.92523 -1.46030 -1.2 0.2 0.0
H 2.70005 -1.76265 -3.71949 0.5 0.1 0.9
H 5.08790 -2.31850 -4.07234 -0.1 -0.2 0.1
H 6.73466 -2.13965 -2.19159 -0.4 0.0 0.0
H 6.01157 -1.25881 -0.02746 -0.2 0.1 -0.3
H 4.55375 0.89113 3.52310 0.5 0.9 -0.8
H 5.69861 2.85388 4.41716 0.2 -0.3 -0.5
H 6.50553 4.68957 2.88319 -0.1 -0.3 0.2
H 6.74535 5.58266 0.49989 0.2 -0.4 0.3
H 7.17824 4.98725 -1.78445 -0.3 -0.5 0.2
H 6.06950 2.78380 -2.70482 0.4 0.7 1.3
H 4.86566 1.44686 -1.28780 0.0 -0.1 0.3
C -2.68793 3.45315 2.04701 0.9 -0.9 0.7
Ge -2.64725 1.99804 0.70204 -0.5 -0.2 -0.4
C -2.85642 3.01693 -0.99523 0.1 0.3 -0.1
C -2.13608 2.59642 -2.12166 0.0 0.3 0.6
C -1.97072 3.40769 -3.24251 0.4 -0.4 0.0
C -2.58341 4.63882 -3.27444 -0.2 0.6 0.0
C -3.41786 5.01722 -2.21996 -0.2 0.5 0.4
C -3.55205 4.25114 -1.06310 0.5 -0.8 -0.6
C -4.19826 0.79693 1.10783 -0.2 0.1 0.3
C -4.05327 0.15240 2.32780 0.0 0.9 -0.2
C -5.10064 -0.54628 2.95551 -1.0 -0.2 -0.4
C -6.25715 -0.75533 2.22337 0.7 0.0 0.6
C -6.46130 -0.19832 0.94899 1.4 0.4 -0.5
C -7.60352 -0.47071 0.18876 -0.6 0.5 -0.8
C -7.87795 0.18311 -0.99439 0.1 -0.8 0.5
C -6.91043 1.03990 -1.53345 0.2 0.8 0.2
C -5.76452 1.32973 -0.81488 0.3 0.0 -0.5
C -5.45942 0.67827 0.40153 0.1 -0.4 0.5
H -3.26421 4.30050 1.68315 0.0 0.0 0.2
H -1.63489 3.73912 2.28293 -0.8 0.0 -0.1
H -3.12058 2.99018 2.96078 0.2 0.7 -0.5
H -1.63251 1.63942 -2.05336 0.0 -0.1 -0.3
H -1.32367 3.09269 -4.06044 -0.2 0.0 0.1
H -2.40320 5.33127 -4.09944 -0.2 -0.3 0.1
H -3.96932 5.95533 -2.26956 0.1 -0.1 -0.1
H -4.24105 4.56339 -0.27531 0.3 0.0 -0.2
H -3.13753 0.32828 2.88046 0.1 -0.2 0.1
H -5.03579 -0.86743 4.00289 0.1 -0.1 -0.6
H -7.07602 -1.32728 2.60321 -0.3 -0.3 0.5
H -8.29301 -1.23141 0.48337 -0.4 -0.2 0.6
H -8.83986 -0.01970 -1.46904 0.5 0.1 -0.2
H -7.08565 1.49633 -2.50425 0.1 0.1 0.2
H -5.02966 2.05748 -1.16879 -0.4 -0.4 -0.2
C -0.15536 7.13006 -0.04935 0.7 1.2 0.4
C 0.73664 6.43712 -0.97634 -1.8 -1.5 -0.7
O 1.03709 5.65323 -1.71843 0.7 1.3 0.8
H 0.19154 6.91961 0.97201 0.0 0.0 -0.2
H -1.14829 6.68331 -0.19284 0.1 -0.1 -0.3
H -0.18862 8.24424 -0.19578 0.2 -1.1 -0.1

=====

# 2
10
Properties=species:S:1:pos:R:3:forces:R:3 method="wB97M-V/def2-TZVPD" largest_force_ev_per_a=3.38 e_above_lowest_kj_mol=392.37
C 0.10269 0.55702 -1.14557 0.2 -0.3 -0.1
N -1.44019 0.08235 1.43129 -0.2 -2.0 -2.7
P 0.71817 -1.70642 0.48938 -1.4 2.8 -0.1
S 1.48997 0.22890 0.01125 -0.3 -1.1 -0.3
H -0.72288 0.36668 -0.45808 -0.5 0.0 -0.4
H 0.13686 -0.25682 -1.93566 -0.1 1.6 0.5
H 0.04706 1.64302 -1.42093 0.4 -1.3 -0.3
H -1.89164 -0.55152 2.05494 -0.2 -0.3 0.9
H -0.68639 0.53204 1.84837 1.7 0.8 1.5
H 1.43414 -1.67088 1.66260 0.5 -0.3 0.9

=====

# 3
20
Properties=species:S:1:pos:R:3:forces:R:3 method="wB97M-V/def2-TZVPD" largest_force_ev_per_a=3.37 e_above_lowest_kj_mol=293.26
C -1.14147 -2.37595 0.91805 1.7 1.7 -1.2
C 0.24516 -2.41899 0.97329 0.8 -0.1 0.4
C -1.72742 -1.38687 0.12568 3.1 -1.3 0.3
C 1.05720 -1.54036 0.31167 0.2 2.2 -1.0
C -0.89892 -0.55048 -0.61933 0.8 -0.2 1.4
C 0.49160 -0.53092 -0.45605 -1.6 -2.3 -0.8
C -1.48351 0.55576 -1.23228 -1.2 0.8 -1.0
C 1.28311 0.43664 -1.21543 1.6 1.2 1.7
C 1.22994 1.84680 -0.74399 -1.4 -1.3 0.6
N -2.05481 1.44328 -1.68181 0.0 0.4 -0.2
N 0.60962 2.14064 0.37418 -0.3 1.3 -0.8
O 0.33704 3.55823 0.58320 0.4 -1.6 -0.1
O 2.10191 0.18208 -2.06000 -0.2 -0.6 -0.7
O 0.18613 1.37576 1.23110 0.2 0.7 0.3
H -1.58471 -3.03691 1.57344 -1.7 -1.1 0.9
H 0.79178 -3.07482 1.61999 -0.3 -0.7 0.4
H -2.72809 -1.25825 0.05637 -3.0 0.3 -0.1
H 2.11161 -1.35042 0.42053 0.4 -1.1 0.4
H 1.40114 2.47484 -1.55924 0.4 1.9 -0.3
H -0.22731 3.50994 1.38064 0.2 0.0 -0.2